This record from the OMol25 dataset describes a single C6H10 molecule. The level of theory is wB97M-V/def2-TZVPD.

Atoms and positions in Å:
C (-1.422, 1.946, -0.159)
C (-0.346, 0.960, 0.153)
C (-0.175, -1.929, 0.874)
C (1.045, -1.458, 0.639)
C (1.359, -0.729, -0.640)
C (0.618, 0.596, -0.691)
H (-1.725, 2.540, 0.706)
H (-1.154, 2.604, -0.990)
H (-2.303, 1.364, -0.465)
H (-0.493, 0.405, 1.075)
H (-0.496, -2.268, 1.854)
H (-0.937, -1.879, 0.096)
H (1.795, -1.441, 1.428)
H (0.993, -1.309, -1.502)
H (2.437, -0.611, -0.806)
H (0.803, 1.210, -1.573)

Output
* relative energy (zero: lowest compared OMol25 entry of this formula, charge and spin): 1.297 eV
* F_max: 0.31 eV/Å
* highest occupied orbital energy: -8.937 eV
* total energy: -234.5549 Ha
* LUMO level: 1.23 eV
* structure (SMILES): C=CC/C=C/C

Results of the Löwdin charge analysis, in e, for atoms 1 through 6: -0.1066, -0.1908, -0.0259, -0.2025, -0.2127, -0.1192

=====

This record from the OMol25 dataset describes a gas-phase ion, C2H6N3 (charge +1) in a non-equilibrium geometry. The level of theory is wB97M-V/def2-TZVPD.

Atoms and positions in Å:
C (-0.833, 0.113, 0.008)
C (1.746, -0.300, 0.047)
N (-0.391, 1.374, -0.007)
N (0.405, 0.166, -0.523)
N (-1.865, -0.614, 0.232)
H (2.611, -0.119, -0.798)
H (2.056, 0.290, 0.939)
H (1.744, -1.368, 0.401)
H (-0.673, 2.140, -0.750)
H (-2.731, -0.121, 0.594)
H (-2.069, -1.561, -0.144)

Output
* relative energy (zero: lowest compared OMol25 entry of this formula, charge and spin): 3.780 eV
* F_max: 3.34 eV/Å
* highest occupied orbital energy: -15.149 eV
* total energy: -243.6960 Ha
* charge: +1
* LUMO level: -4.46 eV
* structure (SMILES): CN1NC1=[NH2+]

Results of the Löwdin charge analysis, in e, for atoms 1 through 6: -0.3796, -0.0188, 0.1890, 0.0305, 0.2740, 0.1455

=====

This record from the OMol25 dataset describes a molecular structure, C32H20BrF4FeN2O3P. The level of theory is wB97M-V/def2-TZVPD.

Atoms and positions in Å:
Fe (0.031, -0.073, -0.167)
O (3.423, 0.763, 4.061)
C (4.204, 0.912, 2.979)
C (5.536, 1.276, 3.188)
C (6.388, 1.464, 2.120)
C (5.935, 1.291, 0.816)
C (4.624, 0.931, 0.605)
C (3.738, 0.740, 1.665)
C (2.353, 0.338, 1.361)
O (1.986, 0.285, 0.129)
N (1.557, 0.007, 2.363)
N (0.318, -0.382, 1.926)
C (-0.512, -0.894, 2.764)
C (-1.804, -1.403, 2.372)
C (-2.697, -1.767, 3.389)
C (-3.942, -2.284, 3.109)
C (-4.316, -2.465, 1.777)
C (-3.461, -2.135, 0.752)
C (-2.184, -1.594, 1.007)
O (-1.411, -1.316, -0.003)
H (2.516, 0.522, 3.753)
H (5.872, 1.405, 4.206)
H (7.416, 1.744, 2.303)
H (6.607, 1.424, -0.019)
H (4.254, 0.763, -0.396)
H (-0.229, -0.966, 3.812)
H (-2.387, -1.631, 4.416)
H (-4.616, -2.551, 3.908)
H (-5.290, -2.873, 1.543)
H (-3.741, -2.286, -0.281)
F (-3.463, 4.828, -3.992)
C (-2.711, 3.782, -3.689)
C (-2.278, 2.918, -4.689)
F (-2.621, 3.140, -5.951)
C (-1.490, 1.829, -4.351)
F (-1.109, 1.020, -5.338)
C (-1.110, 1.554, -3.039)
P (-0.008, 0.137, -2.610)
C (1.489, 0.467, -3.589)
C (1.693, -0.018, -4.880)
C (2.846, 0.317, -5.568)
C (3.795, 1.144, -4.982)
C (3.600, 1.621, -3.697)
C (2.457, 1.274, -2.994)
C (-0.823, -1.297, -3.366)
C (-0.047, -2.407, -3.693)
C (-0.650, -3.564, -4.157)
C (-2.028, -3.628, -4.286)
C (-2.805, -2.531, -3.948)
C (-2.208, -1.370, -3.488)
C (-1.570, 2.436, -2.049)
Br (-1.170, 2.196, -0.200)
C (-2.355, 3.533, -2.368)
F (-2.785, 4.366, -1.427)
H (0.964, -0.670, -5.339)
H (3.005, -0.069, -6.566)
H (4.692, 1.407, -5.527)
H (4.342, 2.257, -3.231)
H (2.320, 1.614, -1.974)
H (1.031, -2.368, -3.588)
H (-0.040, -4.419, -4.412)
H (-2.497, -4.533, -4.647)
H (-3.881, -2.580, -4.040)
H (-2.828, -0.528, -3.209)

Output
* relative energy (zero: lowest compared OMol25 entry of this formula, charge and spin): 0.000 eV
* F_max: 0.91 eV/Å
* highest occupied orbital energy (alpha / beta): -7.466 / -7.559 eV
* total energy: -6145.2448 Ha
* LUMO level (alpha / beta): -0.29 / -0.36 eV
* 2S+1: 5

Results of the Löwdin charge analysis, in e, for atoms 1 through 6: 0.5004, 0.0538, -0.2688, -0.0158, -0.0857, -0.0976

=====

This record from the OMol25 dataset describes a molecular structure, C6H3Br2INO2 in a non-equilibrium geometry. The level of theory is wB97M-V/def2-TZVPD.

Atoms and positions in Å:
C (0.129, -1.012, -0.467)
C (-1.005, 1.116, 0.103)
C (-1.039, -0.298, -0.337)
C (-2.404, -1.071, -0.294)
C (1.209, 1.108, 0.780)
C (1.451, -0.315, -0.137)
N (0.041, 1.806, 0.459)
O (-2.603, -1.607, -1.344)
O (-3.131, -0.947, 0.701)
Br (2.703, 2.274, 0.660)
Br (2.283, 0.240, -1.887)
I (2.770, -1.658, 0.854)
H (0.323, -2.012, -0.649)
H (-1.899, 1.617, -0.193)
H (1.172, 0.758, 1.749)

Output
* F_max: 4.27 eV/Å
* highest occupied orbital energy: -4.938 eV
* total energy: -5881.4176 Ha
* charge: -1
* LUMO level: 2.25 eV

Results of the Löwdin charge analysis, in e, for atoms 1 through 6: -0.1770, -0.0597, -0.0833, -0.7820, -0.8660, -1.1742

=====

This record from the OMol25 dataset describes a gas-phase ion, C5H6ClN2O2 (charge +1) in a non-equilibrium geometry. The level of theory is wB97M-V/def2-TZVPD.

Atoms and positions in Å:
C (0.946, 0.548, -0.973)
C (2.348, 0.662, -0.909)
C (0.239, -0.414, -0.306)
C (3.123, 0.442, 0.185)
C (-1.955, -1.514, -0.005)
N (0.896, -1.496, 0.174)
N (1.843, -2.101, -0.131)
O (2.722, -2.746, 0.219)
O (-1.106, -0.455, -0.497)
Cl (4.828, 0.749, 0.086)
H (0.314, 1.183, -1.675)
H (2.885, 0.942, -1.850)
H (2.598, 0.351, 1.168)
H (-2.889, -1.054, 0.026)
H (-1.575, -1.863, 0.894)
H (-2.141, -2.143, -0.832)

Output
* relative energy (zero: lowest compared OMol25 entry of this formula, charge and spin): 0.000 eV
* F_max: 7.14 eV/Å
* highest occupied orbital energy (alpha / beta): -12.702 / -14.915 eV
* total energy: -913.7929 Ha
* charge: +1
* LUMO level (alpha / beta): -4.95 / -7.56 eV
* 2S+1: 3

Results of the Löwdin charge analysis, in e, for atoms 1 through 6: 0.0442, -0.1497, -0.2315, -0.5030, 0.0395, 0.1792

=====

This record from the OMol25 dataset describes a single C16H23N3O3S molecule. The level of theory is wB97M-V/def2-TZVPD.

Atoms and positions in Å:
C (7.820, -2.513, -0.393)
C (6.790, -3.413, 0.276)
H (7.079, -3.646, 1.304)
H (6.668, -4.338, -0.297)
O (5.524, -2.766, 0.385)
C (4.726, -2.812, -0.693)
O (5.023, -3.381, -1.718)
C (3.449, -2.100, -0.480)
C (3.168, -1.404, 0.693)
C (1.964, -0.751, 0.853)
C (1.005, -0.792, -0.159)
C (1.296, -1.476, -1.344)
C (2.499, -2.122, -1.501)
H (2.728, -2.657, -2.411)
H (0.563, -1.496, -2.140)
N (-0.213, -0.131, -0.086)
C (-0.930, 0.266, 1.015)
N (-1.897, 1.185, 0.799)
C (-2.952, 1.406, 1.763)
C (-4.250, 0.765, 1.238)
N (-4.621, 1.178, -0.099)
C (-3.511, 1.096, -1.019)
C (-2.238, 1.776, -0.477)
H (-1.415, 1.710, -1.189)
H (-2.447, 2.837, -0.306)
H (-3.796, 1.540, -1.974)
H (-3.301, 0.030, -1.182)
C (-5.558, 2.263, -0.241)
H (-6.446, 1.998, 0.342)
C (-5.135, 3.683, 0.193)
O (-4.133, 4.254, -0.617)
H (-4.475, 4.352, -1.513)
H (-4.728, 3.671, 1.205)
H (-6.031, 4.319, 0.195)
H (-5.853, 2.298, -1.296)
H (-5.073, 0.981, 1.920)
H (-4.097, -0.321, 1.215)
H (-2.667, 0.948, 2.711)
H (-3.067, 2.483, 1.906)
S (-0.649, -0.355, 2.525)
H (-0.700, -0.092, -0.972)
H (1.762, -0.211, 1.762)
H (3.904, -1.371, 1.480)
H (8.786, -3.010, -0.404)
H (7.518, -2.305, -1.417)
H (7.907, -1.574, 0.148)

Output
* relative energy (zero: lowest compared OMol25 entry of this formula, charge and spin): 2.283 eV
* F_max: 0.96 eV/Å
* highest occupied orbital energy: -7.940 eV
* total energy: -1411.6681 Ha
* LUMO level: 0.41 eV
* structure (SMILES): CCOC(=O)c1ccc(NC(=S)N2CCN(CCO)CC2)cc1

Results of the Löwdin charge analysis, in e, for atoms 1 through 6: -0.0622, -0.2181, 0.1228, 0.1210, -0.0136, -0.4517

=====

Number 1: M 82.15 u. Number 2: M 72.09 u. Number 3: M 723.24 u. Number 4: M 407.81 u. Number 5: M 161.57 u. Number 6: M 337.44 u.